Entry 1:
6
Properties=species:S:1:pos:R:3:forces:R:3 method="wB97M-V/def2-TZVPD" mol_weight_g_mol=78.08 total_energy_ev=-21203.602 largest_force_ev_per_a=5.8 e_above_lowest_kj_mol=345.4 homo_ev="-6.7 / -9.7" spin_multiplicity=3 s_squared=2.007 gap_ev="6.8 / 6.8"
C -2.814 0.471 0.226 -3.720 3.877 2.080
P -1.761 -0.486 -0.408 3.410 -3.361 -1.948
S 3.302 -0.413 -0.036 -1.728 -1.754 -0.041
H 2.049 -1.199 -0.183 2.156 1.789 0.150
H 2.853 0.776 -0.437 -0.444 -0.036 -0.111
H -3.628 0.850 0.838 0.327 -0.514 -0.129

=====

Entry 2:
100
Properties=species:S:1:pos:R:3:forces:R:3 method="wB97M-V/def2-TZVPD" mol_weight_g_mol=946.73 total_energy_ev=-177085.882 largest_force_ev_per_a=0.6 e_above_lowest_kj_mol=0.0 homo_ev="-6.8 / -7.0" spin_multiplicity=4 s_squared=3.815 gap_ev="7.1 / 7.5"
Cr 0.747 1.109 0.183 -0.357 0.395 -0.189
I 3.315 0.340 -0.328 0.023 -0.020 0.030
C 3.795 2.353 -0.657 -0.069 -0.100 0.047
C 5.103 2.689 -0.816 0.044 0.166 -0.021
C 5.422 4.026 -1.148 0.013 -0.092 0.025
C 4.424 4.935 -1.336 -0.051 0.022 0.012
C 3.060 4.576 -1.184 -0.006 0.047 -0.018
C 2.025 5.509 -1.439 0.035 -0.013 0.009
C 0.721 5.118 -1.357 -0.044 -0.054 0.015
C 0.392 3.800 -0.962 -0.020 0.087 -0.018
C 1.345 2.871 -0.635 0.196 -0.019 0.018
C 2.710 3.254 -0.802 0.063 0.040 0.008
H 5.887 1.952 -0.707 0.003 0.007 0.001
H 6.459 4.311 -1.268 -0.006 -0.005 -0.006
H 4.659 5.953 -1.622 -0.001 0.000 0.013
H 2.288 6.521 -1.721 0.003 -0.012 -0.016
H -0.071 5.819 -1.591 0.002 -0.002 0.006
H -0.655 3.521 -0.936 -0.002 0.006 0.015
Br 0.365 -1.188 1.497 0.066 -0.212 -0.232
C 1.216 -0.597 3.094 0.026 0.130 -0.028
C 1.370 -1.513 4.089 0.052 0.011 0.117
C 1.957 -1.104 5.307 -0.030 -0.042 -0.053
C 2.334 0.196 5.470 0.006 0.046 -0.009
C 2.165 1.149 4.434 0.006 0.017 0.042
C 2.522 2.504 4.632 -0.009 -0.037 0.015
C 2.306 3.409 3.638 -0.036 0.009 -0.081
C 1.767 3.000 2.394 0.021 0.047 0.045
C 1.432 1.695 2.103 0.111 -0.109 0.094
C 1.612 0.763 3.182 -0.038 -0.069 -0.005
H 1.044 -2.535 3.951 0.000 0.009 0.009
H 2.092 -1.824 6.103 -0.009 0.006 -0.001
H 2.763 0.527 6.408 0.014 -0.002 -0.012
H 2.952 2.803 5.581 -0.011 -0.009 -0.001
H 2.560 4.452 3.787 -0.015 -0.004 0.000
H 1.616 3.774 1.652 0.034 -0.016 -0.031
C 1.613 1.723 -3.585 0.049 0.114 0.050
Si 0.432 0.351 -3.091 0.118 -0.121 -0.156
C -0.779 0.296 -4.538 -0.125 0.043 0.026
C 1.434 -1.240 -3.181 0.006 -0.112 0.031
N -0.288 0.611 -1.532 -0.221 -0.046 0.439
C -1.639 0.517 -1.265 0.157 -0.169 -0.151
C -2.608 -0.147 -2.040 0.001 0.025 -0.024
C -3.956 -0.154 -1.709 0.037 0.097 0.033
C -4.416 0.474 -0.561 0.028 -0.034 -0.025
C -3.488 1.095 0.268 -0.055 -0.014 0.047
C -2.161 1.094 -0.094 0.087 0.007 0.208
O -1.164 1.639 0.752 -0.029 0.121 -0.167
C -1.560 2.347 1.895 0.050 -0.079 -0.074
C -1.595 1.681 3.103 -0.052 -0.026 0.109
C -1.923 2.390 4.248 0.001 -0.009 -0.012
C -2.223 3.744 4.170 0.006 0.000 -0.053
C -2.202 4.388 2.940 0.009 -0.020 0.019
C -1.870 3.687 1.788 -0.006 0.064 0.016
H 1.861 1.566 -4.640 0.023 -0.008 0.014
H 2.552 1.709 -3.028 -0.049 0.017 -0.025
H 1.177 2.720 -3.482 0.013 -0.035 -0.033
H -0.203 0.531 -5.437 -0.016 -0.016 -0.005
H -1.585 1.030 -4.455 0.024 -0.002 -0.012
H -1.233 -0.686 -4.691 0.014 0.028 -0.009
H 1.303 -1.706 -4.163 0.014 -0.004 0.018
H 1.105 -1.948 -2.416 -0.012 0.033 -0.051
H 2.502 -1.050 -3.049 -0.011 -0.016 -0.013
H -2.284 -0.685 -2.916 -0.008 0.000 0.014
H -4.653 -0.672 -2.357 -0.006 0.031 -0.002
H -5.465 0.470 -0.298 0.003 0.002 -0.006
H -3.800 1.563 1.192 0.008 0.012 -0.011
H -1.356 0.627 3.143 0.013 0.009 -0.014
H -1.936 1.882 5.204 -0.003 0.009 -0.001
H -2.475 4.296 5.065 0.006 0.000 0.000
H -2.437 5.442 2.872 -0.006 -0.003 0.006
H -1.842 4.175 0.824 0.012 -0.005 0.002
C -1.562 -3.918 -3.454 -0.068 0.014 0.025
N -2.123 -4.226 -2.134 0.067 0.213 -0.132
C -3.499 -3.744 -2.023 -0.027 -0.173 -0.018
P -1.065 -3.879 -0.888 -0.060 0.031 -0.036
O -0.509 -2.506 -0.876 -0.040 -0.013 -0.020
N 0.118 -5.006 -1.106 0.058 -0.122 0.193
C -0.155 -6.405 -1.381 0.056 0.052 -0.061
C 1.481 -4.709 -0.695 -0.015 -0.013 -0.039
N -1.923 -4.253 0.497 -0.003 0.136 0.162
C -2.749 -3.175 1.051 -0.019 -0.037 -0.011
C -1.284 -5.038 1.545 -0.085 -0.033 -0.040
H -2.135 -4.451 -4.215 -0.005 0.002 -0.007
H -0.523 -4.241 -3.510 0.001 -0.003 0.015
H -1.599 -2.845 -3.673 0.022 -0.020 0.000
H -4.076 -4.160 -2.850 -0.002 -0.012 -0.016
H -3.565 -2.651 -2.069 0.012 -0.127 0.019
H -3.948 -4.094 -1.096 0.013 -0.003 0.021
H -1.220 -6.554 -1.542 -0.007 0.008 -0.009
H 0.174 -7.039 -0.551 -0.010 -0.011 0.009
H 0.380 -6.729 -2.279 0.010 -0.002 -0.001
H 1.556 -3.666 -0.394 -0.007 0.012 -0.024
H 2.177 -4.878 -1.521 0.003 -0.035 -0.007
H 1.781 -5.345 0.146 0.001 0.003 0.009
H -2.271 -2.737 1.932 0.023 0.023 -0.007
H -3.729 -3.559 1.346 0.003 -0.014 0.010
H -2.889 -2.372 0.327 -0.015 0.003 -0.020
H -0.700 -5.853 1.127 -0.001 -0.005 -0.018
H -2.053 -5.473 2.186 -0.002 0.003 0.006
H -0.628 -4.422 2.173 0.005 0.004 0.006